Entry a
Density functional theory data (ωB97M-V with the def2-TZVPD basis set) for 2 unconnected molecules or ions with the total composition CH2NOS.

Calculated values
Kohn-Sham gap = 7.7 eV
HOMO level = -3.82 eV
E_LUMO = 3.85 eV
charge = -1

XYZ file:
```
6
CH2NOS ωB97M-V with the def2-TZVPD basis set
C 2.26424 0.54271 -0.08801
N 1.78886 1.22013 -0.93891
O -0.90580 -0.03410 -0.09888
S 2.73528 -0.32191 1.18639
H -0.15611 -0.45590 0.40652
H -0.39704 0.57634 -0.61204
```

Entry b
Density functional theory data (ωB97M-V with the def2-TZVPD basis set) for a molecular structure, CH2NOS.

Calculated values
Kohn-Sham gap = 7.5 eV
HOMO level = -3.56 eV
E_LUMO = 3.98 eV
charge = -1

XYZ file:
```
6
CH2NOS ωB97M-V with the def2-TZVPD basis set
C 0.24925 -0.14355 0.76758
N -0.22680 -0.23998 -1.06691
O -0.71178 -0.28127 1.43960
S 1.87831 0.12745 1.01102
H 0.08980 0.76586 -1.18455
H -1.27878 -0.22851 -0.96674
```

Stability summary: most stable entry a, least stable entry b.

Entry a
Density functional theory data (ωB97M-V with the def2-TZVPD basis set) for a gas-phase ion, C3H6N (charge +1).

Calculated values
Kohn-Sham gap = 11.9 eV
HOMO level = -15.73 eV
E_LUMO = -3.80 eV
SMILES = [NH3+]C1C=C1
charge = +1

XYZ file:
```
10
C3H6N ωB97M-V with the def2-TZVPD basis set
N 1.19711 0.01763 0.17357
C -0.06776 0.08733 -0.61081
C -1.19243 -0.65440 0.00596
C -1.24183 0.61100 0.27913
H 1.74803 -0.87992 0.24694
H 0.98546 0.31389 1.08455
H 2.05725 0.53998 -0.24044
H 0.01307 0.27889 -1.66383
H -1.69802 -1.69631 0.15666
H -1.80088 1.38192 0.56827
```

Entry b
Density functional theory data (ωB97M-V with the def2-TZVPD basis set) for a gas-phase ion, C3H6N (charge +1).

Calculated values
Kohn-Sham gap = 10.5 eV
HOMO level = -14.77 eV
E_LUMO = -4.23 eV
SMILES = C#CC[NH3+]
charge = +1

XYZ file:
```
10
C3H6N ωB97M-V with the def2-TZVPD basis set
C 0.92962 -1.75325 1.40798
C 0.49695 -0.66219 0.98306
C -0.27297 0.78693 0.19360
N -0.44742 0.46830 -1.21577
H 1.54340 -2.36655 2.04688
H 0.48806 1.47916 0.47254
H -1.24006 0.85652 0.73859
H -1.32716 0.19207 -1.43304
H 0.23487 -0.28476 -1.29357
H -0.40528 1.28376 -1.90025
```

Stability summary: most stable entry a, least stable entry b.

Entry a
Density functional theory data (ωB97M-V with the def2-TZVPD basis set) for 2 unconnected molecules or ions with the total composition C2H2OS2.

Calculated values
Kohn-Sham gap (alpha / beta) = 6.3 / 6.3 eV
HOMO level (alpha / beta) = -9.22 / -9.21 eV
E_LUMO (alpha / beta) = -2.89 / -2.89 eV
charge = 0

XYZ file:
```
7
C2H2OS2 ωB97M-V with the def2-TZVPD basis set
C -1.33964 -0.49774 0.30152
C -1.33054 0.40483 -0.50445
O 1.90752 -0.12433 0.61536
S 1.96379 1.52434 0.65754
S 1.82649 -1.05788 -0.70356
H -1.55504 -1.30756 0.93748
H -1.47257 1.05834 -1.30387
```

Entry b
Density functional theory data (ωB97M-V with the def2-TZVPD basis set) for a molecular structure, C2H2OS2.

Calculated values
Kohn-Sham gap = 8.5 eV
HOMO level = -8.36 eV
E_LUMO = 0.10 eV
charge = 0

XYZ file:
```
7
C2H2OS2 ωB97M-V with the def2-TZVPD basis set
C 0.20656 1.06460 0.06042
C -0.22268 -0.23532 0.14033
O -1.40382 -0.83213 -0.00873
S 1.94090 0.78028 -0.00623
S 1.28804 -1.14190 0.06509
H -0.36081 2.01404 0.31682
H -1.44818 -1.64957 -0.56771
```

Entry c
Density functional theory data (ωB97M-V with the def2-TZVPD basis set) for 2 unconnected molecules or ions with the total composition C2H2OS2.

Calculated values
Kohn-Sham gap (alpha / beta) = 7.3 / 8.1 eV
HOMO level (alpha / beta) = -7.66 / -8.00 eV
E_LUMO (alpha / beta) = -0.32 / 0.10 eV
charge = 0

XYZ file:
```
7
C2H2OS2 ωB97M-V with the def2-TZVPD basis set
C 1.23535 -0.84408 -0.47955
C -1.00418 0.59402 -0.22580
O 1.60606 -0.61860 0.60276
S -1.77293 -0.13201 1.14569
S -0.08384 1.10353 1.24439
H 1.67917 -1.36148 -1.34173
H -1.65962 1.25861 -0.94576
```

Stability summary: most stable entry b, least stable entry a.

Entry a
Density functional theory data (ωB97M-V with the def2-TZVPD basis set) for 2 unconnected molecules or ions with the total composition C10H16O.

Calculated values
Kohn-Sham gap = 9.0 eV
HOMO level = -8.14 eV
E_LUMO = 0.85 eV
SMILES = CCc1ccc(O)cc1.CC
charge = 0

XYZ file:
```
27
C10H16O ωB97M-V with the def2-TZVPD basis set
C 0.68780 -3.47047 0.21296
C 1.62679 -2.34150 -0.26116
C 0.84051 -1.26533 -0.85483
C 1.04733 -0.85059 -2.11832
C 0.49454 0.35029 -2.59667
C -0.61548 0.83111 -1.96561
O -1.48876 1.73900 -2.53462
C -0.81452 0.50453 -0.54673
C -0.22116 -0.61628 -0.06723
H 0.73366 -3.33266 1.32960
H 0.70910 -4.42055 -0.21945
H -0.36701 -3.26282 -0.05339
H 2.31863 -1.96602 0.40215
H 2.34384 -2.83775 -0.99474
H 1.97666 -1.15559 -2.58258
H 0.90015 0.89831 -3.38193
H -1.12948 1.94960 -3.43304
H -1.75006 1.02969 -0.05238
H -0.33828 -0.83729 0.97407
C -0.08736 2.34388 2.12520
C -1.60101 2.46157 2.55347
H -0.05171 2.22071 1.02438
H 0.35158 3.32056 2.15092
H 0.45292 1.59928 2.60905
H -1.47368 2.60386 3.72129
H -2.31264 3.08056 2.01902
H -2.23238 1.42389 2.54053
```

Entry b
Density functional theory data (ωB97M-V with the def2-TZVPD basis set) for 2 unconnected molecules or ions with the total composition C10H16O.

Calculated values
Kohn-Sham gap = 9.7 eV
HOMO level = -8.91 eV
E_LUMO = 0.81 eV
SMILES = CCc1ccccc1.CCO
charge = 0

XYZ file:
```
27
C10H16O ωB97M-V with the def2-TZVPD basis set
C 3.27748 0.51923 1.34764
C 1.99228 0.24321 0.57139
C 1.42991 -1.14943 0.60895
C 1.49190 -1.94972 1.75385
C 0.62621 -3.00975 1.91678
C -0.17418 -3.44459 0.87095
C -0.12970 -2.75139 -0.32088
C 0.59785 -1.57449 -0.40872
H 3.46945 -0.17941 2.15130
H 3.34861 1.51456 1.76259
H 4.15506 0.42103 0.70650
H 1.20152 0.90071 0.96296
H 2.10259 0.61362 -0.43639
H 2.15877 -1.65772 2.55047
H 0.74772 -3.64616 2.78766
H -0.79523 -4.32259 1.01586
H -0.75842 -3.13643 -1.11292
H 0.38363 -0.88524 -1.21628
C -3.58622 2.98106 -1.20047
C -2.42465 2.74101 -2.15366
O -1.42563 1.88249 -1.54984
H -3.70006 2.08764 -0.59595
H -4.49771 2.88565 -1.81403
H -3.57421 3.90843 -0.63321
H -2.70120 2.27586 -3.09930
H -1.90623 3.66448 -2.39558
H -1.30956 1.06795 -2.06966
```

Stability summary: most stable entry b, least stable entry a.